No. 1
This record from the OMol25 dataset describes a 4-piece molecular cluster, C42H27FO9S2Si overall. The level of theory is ωB97M-V/def2-TZVPD.

```
82
Properties=species:S:1:pos:R:3
O 4.14062 -0.08881 0.75264
S 3.82119 0.66570 -0.41968
O 4.08697 2.06569 -0.51952
F 4.64210 -0.00914 -1.61060
Si 1.72746 0.21634 -1.07094
O 0.75773 1.29621 -0.34628
S 1.39483 -1.79141 -0.51897
H 1.63772 0.41916 -2.51712
H 0.94262 1.66507 0.52519
H 2.56502 -1.95816 0.12175
C -2.34114 -1.76941 0.03046
C -3.14797 -2.81649 0.46156
C -4.08890 -2.59398 1.45415
C -4.21661 -1.33274 2.02545
C -3.39422 -0.28834 1.59892
C -2.46089 -0.51020 0.59328
C -3.48147 1.06904 2.20830
O -2.76149 1.97364 1.84247
C -4.48377 1.26964 3.29563
C -4.57823 2.51909 3.89821
C -5.50183 2.73186 4.90717
C -6.33674 1.69855 5.31867
C -6.24704 0.45264 4.72190
C -5.32039 0.23271 3.70906
C -5.24112 -1.12363 3.08898
O -5.98110 -2.01689 3.43909
H -1.60777 -1.94117 -0.74692
H -3.04542 -3.80432 0.03348
H -4.73331 -3.38909 1.80388
H -1.83426 0.31289 0.27519
H -3.91998 3.30698 3.55829
H -5.57366 3.70453 5.37614
H -7.05852 1.86795 6.10702
H -6.88445 -0.36700 5.02441
C -5.34820 -9.37623 -3.53215
C -5.79998 -8.64028 -2.44226
C -4.93667 -7.79130 -1.77100
C -3.61449 -7.67689 -2.18580
C -3.16086 -8.41652 -3.27847
C -4.03291 -9.26500 -3.95027
C -1.74770 -8.32062 -3.74693
O -1.35779 -8.94885 -4.70612
C -0.83146 -7.42270 -2.98390
C 0.49787 -7.33356 -3.37773
C 1.37029 -6.51003 -2.68739
C 0.91899 -5.76956 -1.60066
C -0.40564 -5.85100 -1.20448
C -1.28675 -6.67804 -1.89501
C -2.70902 -6.74901 -1.45217
O -3.11460 -6.07360 -0.52918
H -6.02584 -10.03762 -4.05594
H -6.82825 -8.73018 -2.11751
H -5.26578 -7.20603 -0.92324
H -3.65837 -9.82685 -4.79500
H 0.82463 -7.91944 -4.22604
H 2.40559 -6.44320 -2.99498
H 1.60189 -5.12521 -1.06256
H -0.77631 -5.28618 -0.35915
C 7.66392 5.79440 -2.38773
C 6.87927 4.72749 -1.96446
C 5.89946 4.91690 -1.00396
C 5.70198 6.18181 -0.46034
C 6.49140 7.25315 -0.88216
C 7.47160 7.05459 -1.84786
C 6.31291 8.62094 -0.31487
O 6.98835 9.55405 -0.69157
C 5.27080 8.79630 0.73890
C 5.09844 10.05309 1.30827
C 4.13532 10.24348 2.28404
C 3.33777 9.18051 2.69450
C 3.50454 7.92769 2.12989
C 4.47189 7.72995 1.15103
C 4.63164 6.36631 0.56259
O 3.91802 5.44933 0.90504
H 8.42716 5.64099 -3.13958
H 7.03300 3.74195 -2.38487
H 5.28516 4.09386 -0.66719
H 8.06924 7.90076 -2.15833
H 5.72897 10.86378 0.96945
H 4.00320 11.22169 2.72770
H 2.58455 9.33248 3.45660
H 2.89681 7.08551 2.43155
```

The spin multiplicity is 1. For the lowest unoccupied orbital energy, the calculation gives -0.044 Ha. As for the structure (SMILES): O=C1c2ccccc2C(=O)c2ccccc21.O=C1c2ccccc2C(=O)c2ccccc21.O=C1c2ccccc2C(=O)c2ccccc21.O=S(=O)(F)[Si@H](O)S. The value obtained for the highest occupied orbital energy is -0.3556 Ha. The calculation puts the frontier orbital gap at 8.491 eV. The net charge is 0.

No. 2
This record from the OMol25 dataset describes a 2-piece molecular cluster, CH5NO overall in a non-equilibrium geometry. The level of theory is ωB97M-V/def2-TZVPD.

```
8
Properties=species:S:1:pos:R:3
C 1.06079 0.22207 -0.08979
N -1.82214 -0.02652 0.37864
O 0.00197 0.08994 -0.99735
H 1.39208 -0.74269 0.44939
H 0.56161 0.92420 0.63086
H 1.97602 0.61558 -0.60072
H -2.32142 -0.66608 -0.30789
H -2.09320 0.95958 0.07429
```

The spin multiplicity is 1. For the lowest unoccupied orbital energy (alpha / beta), the calculation gives -0.081 / -0.081 Ha. The value obtained for the highest occupied orbital energy (alpha / beta) is -0.3667 / -0.3655 Ha. The calculation puts the frontier orbital gap (alpha / beta) at 7.768 / 7.737 eV. The net charge is 0. Its energy relative to the best compared isomer or geometry (same formula, charge and spin) is 117.7 kcal per mole.